Record 1
Density functional theory data (ωB97M-V with the def2-TZVPD basis set) for a 3-piece molecular cluster, C7H17BrN3 overall in a non-equilibrium geometry.

ΔE to the lowest compared entry with this formula, charge and spin in eV: 0.000
Maximum force in Eh/bohr: 0.0855
E_LUMO in eV: -3.3
Highest occupied orbital energy in Ha: -0.450
Orbital gap in eV: 8.96
Net charge: +1
E in hartree: -3014.8430

Structure (XYZ):
```
28
Properties=species:S:1:pos:R:3:forces:R:3
C -1.0109 1.3666 -0.8153 0.385 -1.244 0.388
C -1.7614 3.6144 -1.7965 3.148 -1.342 -2.762
C -1.3026 -1.9821 -0.9931 1.293 0.140 0.683
C -2.1185 -1.0941 1.1780 0.227 -1.233 0.467
C 2.3289 1.1435 0.9672 0.071 -0.659 2.208
C 1.0440 -0.8152 1.8272 -0.923 1.484 -0.250
C 0.2868 -1.2297 0.5904 1.613 -0.363 -0.103
N -1.3667 2.2919 -1.3944 -0.777 1.374 0.221
N -0.9437 -1.4478 0.3568 -0.105 0.962 -1.182
N 2.3120 -0.2526 1.5035 1.920 0.300 -1.038
Br 3.0427 -1.4161 -2.1920 -0.240 2.221 0.254
H -1.6992 3.5892 -2.9164 -0.872 0.315 0.959
H -0.9271 4.2421 -1.5405 0.152 0.538 0.437
H -2.6371 3.9332 -1.3620 -2.045 0.474 0.709
H -1.2147 -3.0712 -0.8765 0.036 0.255 -0.583
H -2.3566 -1.7336 -1.1213 0.469 0.149 -0.796
H -0.5070 -1.5172 -1.6617 -1.686 -0.886 0.250
H -1.8733 -0.3456 1.9339 -0.133 0.182 -0.462
H -3.0106 -0.8711 0.5164 1.314 -0.055 1.029
H -2.2375 -2.0447 1.7246 -0.881 0.424 0.016
H 2.3090 1.2868 -0.0565 0.489 -0.384 -2.479
H 1.4568 1.7198 1.2306 -0.755 -0.348 0.770
H 3.1256 1.7280 1.4089 0.508 -0.195 -0.055
H 1.2512 -1.7252 2.3030 0.064 -1.667 0.997
H 0.4497 -0.1998 2.5610 0.600 -0.389 -0.802
H 1.1031 -1.4799 -0.1734 -1.764 0.145 0.456
H 3.1706 -2.7507 -2.3347 0.243 -2.232 -0.265
H 3.0867 -0.9387 1.1328 -2.349 2.034 0.932
```
Forces are in eV/Å.

---

Record 2
Density functional theory data (ωB97M-V with the def2-TZVPD basis set) for C7H17Cl5HfN4O13 as an isolated structure in a non-equilibrium geometry.

Maximum force in Eh/bohr: 0.2103
E_LUMO (alpha / beta) in eV: -14.4 / -14.7
Highest occupied orbital energy (alpha / beta) in Ha: -0.625 / -0.625
Orbital gap (alpha / beta) in eV: 2.62 / 2.30
Spin multiplicity: 2
Net charge: +3
E in hartree: -3820.8019

Structure (XYZ):
```
47
Properties=species:S:1:pos:R:3:forces:R:3
Hf -1.3041 0.4456 3.8958 4.428 1.661 -9.724
Cl 2.7974 0.7522 3.4523 7.953 0.262 4.212
O 3.3061 -0.5785 3.7397 -1.401 1.007 -1.212
O 3.1155 1.5913 4.5910 -1.419 -0.576 -1.214
O 3.3928 1.3298 2.2882 -1.549 -0.662 -0.477
O 1.3615 0.6658 3.3184 -7.078 -0.448 -0.519
C 0.7241 -0.7196 0.4556 2.523 -0.316 0.215
C -0.7424 -0.5898 0.3825 0.645 0.333 -0.766
O -1.2734 -0.1297 1.5818 -1.349 1.061 6.746
H 1.3759 0.1540 0.4575 -0.804 0.801 0.315
H 1.1251 -1.2086 -0.4321 -0.444 -0.722 0.009
H 1.0373 -1.2503 1.3547 -0.072 -0.473 -0.112
H -1.1593 -1.5299 0.0213 -0.526 -0.016 0.485
H -0.9231 0.1691 -0.3788 -0.734 0.386 -0.057
C 3.1375 0.9826 -3.2859 0.343 1.323 0.694
Cl 2.3716 2.5843 -3.3713 0.151 -1.104 0.213
Cl 2.2324 -0.3082 -3.9925 -0.072 -0.216 -0.513
Cl 4.6701 1.0853 -4.1429 -0.274 -0.478 0.092
Cl 3.3726 0.4049 -1.5997 0.098 0.464 -0.731
C -3.9558 1.2730 -2.0564 1.582 0.373 0.237
N -3.1386 2.4765 -1.7072 -0.525 1.307 -1.456
O -3.1279 3.3830 -2.5430 0.420 -1.222 2.013
O -2.5262 2.4506 -0.6415 0.219 0.500 0.057
H -3.7965 1.2700 -3.1347 -1.017 -0.573 0.093
H -4.9466 1.4118 -1.6238 0.008 -0.115 -0.520
H -3.3857 0.4884 -1.5589 -0.597 -0.252 -0.259
C -2.8405 -3.4665 -1.0580 -0.487 0.040 1.562
N -3.1605 -2.2539 -1.8283 -1.384 0.772 -1.756
O -4.3440 -1.8116 -1.8416 3.252 -1.134 0.448
O -2.2452 -1.8308 -2.5276 -0.646 0.460 0.566
H -3.5320 -3.3834 -0.2196 -0.359 -1.017 -0.299
H -1.8521 -3.4735 -0.5984 0.251 0.561 -0.585
H -2.8684 -4.3446 -1.7032 -0.620 0.141 0.098
C -1.4881 4.7622 1.7894 -1.550 -0.978 -0.824
N -0.7505 3.5408 2.0769 6.375 -0.534 0.630
O 0.4752 3.5363 1.9680 -3.346 0.133 -0.247
O -1.2795 2.5249 2.6147 -2.095 -2.085 1.929
H -2.4154 4.3890 1.3547 -0.336 0.307 0.155
H -0.9681 5.3041 0.9994 0.291 0.253 0.696
H -1.6569 5.1659 2.7877 0.062 0.666 -0.275
C 3.7197 -3.1923 0.6785 -0.517 -0.856 0.366
N 3.3929 -4.1219 -0.4594 1.797 -0.326 -2.912
O 2.4101 -3.9463 -1.1818 -0.194 0.569 1.388
O 4.2652 -4.9274 -0.7805 -1.003 0.855 1.360
H 4.6952 -2.7243 0.5471 -0.128 -0.268 -0.355
H 3.7805 -3.8908 1.5130 0.021 0.409 0.290
H 2.9218 -2.4595 0.7989 0.108 -0.277 -0.055
```
Forces are in eV/Å.

---

Record 3
Density functional theory data (ωB97M-V with the def2-TZVPD basis set) for C7H17ClNO3Zn as an isolated structure in a non-equilibrium geometry.

ΔE to the lowest compared entry with this formula, charge and spin in eV: 0.000
Maximum force in Eh/bohr: 0.0699
E_LUMO in eV: -8.6
Highest occupied orbital energy in Ha: -0.421
Orbital gap in eV: 2.89
Net charge: +1
E in hartree: -2796.4932

Structure (XYZ):
```
30
Properties=species:S:1:pos:R:3:forces:R:3
Zn -1.6469 -2.0840 1.8913 0.964 0.551 -3.418
Cl -2.7817 -0.7225 -0.6613 0.818 -1.045 2.181
C -0.7568 -5.1305 0.1994 -0.396 0.299 -0.364
O -0.2010 -3.8078 0.5096 0.592 -0.552 -0.156
C 1.2589 -3.6761 0.2827 0.129 0.841 0.865
C 1.6431 -2.1678 0.2336 0.034 -0.935 -1.425
O 0.8087 -1.4311 1.0460 -2.140 0.512 1.774
C 1.2924 -0.1340 1.3710 0.199 0.483 -0.235
H -0.6620 -5.8605 1.0033 0.504 0.203 0.056
H -0.4005 -5.5229 -0.7531 0.667 0.111 0.201
H -1.8227 -5.0431 -0.0112 -0.099 0.580 0.338
H 1.6370 -4.1926 -0.5995 -0.766 0.147 -0.435
H 1.8791 -4.1126 1.0656 -0.715 -0.299 0.634
H 1.5577 -1.7942 -0.7868 -0.118 0.034 -0.223
H 2.6764 -1.9880 0.5305 0.205 -0.474 0.128
H 0.5411 0.4365 1.9169 -0.050 -0.384 0.223
H 1.4687 0.4567 0.4720 0.202 -0.160 -0.212
H 2.2134 -0.2261 1.9466 -0.004 0.139 0.069
C 0.1237 3.3258 -2.2833 0.840 -0.723 -0.917
C -0.1294 4.2221 -1.1251 0.949 0.511 -0.797
O 0.5184 5.2193 -0.8840 0.221 0.284 0.260
N -1.1757 3.8160 -0.4405 -1.035 -2.087 -0.624
C -1.6893 4.4356 0.7034 -0.191 0.658 0.864
H -0.1879 3.8308 -3.1977 0.223 -0.042 -0.056
H -0.3826 2.3619 -2.2319 -0.319 0.084 0.043
H 1.1792 3.0576 -2.3302 0.101 0.418 -0.219
H -1.5588 2.9572 -0.8090 -0.371 0.316 0.509
H -0.8529 4.5873 1.3857 -0.267 0.162 0.394
H -2.4504 3.7787 1.1247 0.018 0.309 0.203
H -2.0992 5.4082 0.4312 -0.193 0.058 0.340
```
Forces are in eV/Å.

---

Record 4
Density functional theory data (ωB97M-V with the def2-TZVPD basis set) for a 3-piece molecular cluster, C7H17IN2O4P overall in a non-equilibrium geometry.

Maximum force in Eh/bohr: 0.0537
E_LUMO in eV: 2.4
Highest occupied orbital energy in Ha: -0.152
Orbital gap in eV: 6.59
Net charge: -1
E in hartree: -1326.4714

Structure (XYZ):
```
32
Properties=species:S:1:pos:R:3:forces:R:3
O 0.6520 1.9183 1.7739 0.447 -0.466 -0.270
C -0.3188 1.5373 1.0779 0.668 0.336 0.584
O -1.4453 2.0270 1.0635 -1.325 0.092 -0.506
P -0.0359 0.0283 -0.0372 -0.261 2.022 1.862
I 0.3211 -2.1389 -1.3940 0.187 -1.059 -0.630
H 1.1017 -0.3221 0.7211 -0.007 -0.274 -0.387
H 0.1577 0.8104 -1.1817 0.004 -0.381 -0.161
H -1.3536 -0.3875 0.2355 0.141 -0.343 -0.434
C 4.7150 3.6775 2.8084 0.203 -0.088 -0.205
O 5.8581 4.0888 2.9564 0.019 0.043 0.054
N 3.6906 3.9631 3.6152 -0.404 -0.005 0.172
C 2.3435 3.4381 3.3827 0.495 0.388 0.374
C 3.9337 4.8230 4.7561 0.171 -0.062 -0.155
H 4.4326 3.0192 1.9720 -0.029 -0.008 0.001
H 1.6482 4.2670 3.2511 -0.101 -0.087 -0.051
H 2.0332 2.8436 4.2430 -0.104 -0.045 -0.070
H 2.3141 2.8165 2.5009 -0.022 -0.063 -0.091
H 4.3068 5.7927 4.4207 0.019 0.020 0.091
H 4.6885 4.3767 5.4066 0.002 0.083 0.047
H 3.0099 4.9607 5.3113 -0.056 -0.034 -0.029
C -2.5721 -3.1227 -3.9980 0.010 0.299 0.079
O -1.3757 -3.2213 -4.1259 0.108 -0.230 -0.327
N -3.4251 -4.1679 -3.9161 -0.299 -0.079 0.000
C -4.8517 -3.9884 -3.7566 0.221 -0.247 -0.013
C -2.8803 -5.5112 -3.9889 0.139 0.197 0.018
H -3.0781 -2.1439 -3.9278 -0.049 -0.013 0.017
H -5.1870 -4.4604 -2.8301 -0.115 0.048 -0.010
H -5.3825 -4.4424 -4.5977 -0.109 0.040 0.039
H -5.0944 -2.9290 -3.7181 0.043 0.034 0.005
H -2.1650 -5.6648 -3.1802 0.029 -0.069 -0.031
H -2.3572 -5.6488 -4.9363 0.031 -0.078 0.023
H -3.6841 -6.2389 -3.9077 -0.057 0.027 0.006
```
Forces are in eV/Å.

---

- What is the E in the fourth record?
  -1326.4714 hartree

---

- Which formula does entry 2 have?
  C7H17Cl5HfN4O13

---

- Which value of net charge does entry 2 give?
  +3